1.
The following is a quantum chemistry calculation of a 2-piece molecular cluster, C19H29F3N2O overall at a distorted geometry, from OMol25.

- LUMO level (eV) = -1.3620
- SMILES string = CC(C)(C)C1=CC(=CC(F)(F)F)C=C(C(C)(C)C)C1=O.C=NN(C)C
- total charge = 0

Each line ends with the Mulliken charge.
Atoms and positions in Å:
C -0.645 -4.071 -1.648  -1.744
C -0.138 -2.694 -2.098  2.060
C 1.268 -2.882 -2.671  -1.990
C -1.049 -2.174 -3.216  -1.671
C -0.166 -1.664 -0.938  -0.556
C 0.913 -0.891 -0.602  -0.996
C 0.914 0.020 0.512  0.173
C 2.085 0.716 0.872  -0.619
C 2.229 1.308 2.191  0.398
F 3.519 1.716 2.461  -0.317
F 1.448 2.463 2.346  -0.217
F 1.870 0.509 3.259  -0.258
C -0.295 0.138 1.271  -0.792
C -1.416 -0.582 0.977  -0.419
C -2.701 -0.455 1.825  1.903
C -3.766 0.227 0.959  -1.656
C -2.468 0.411 3.068  -1.995
C -3.216 -1.823 2.294  -1.718
C -1.429 -1.458 -0.210  1.740
O -2.485 -2.035 -0.583  -0.756
H -1.670 -3.994 -1.273  0.339
H -0.631 -4.755 -2.507  0.459
H -0.003 -4.478 -0.856  0.369
H 1.649 -1.946 -3.089  0.348
H 1.949 -3.263 -1.904  0.394
H 1.234 -3.620 -3.482  0.421
H -0.693 -1.192 -3.550  0.338
H -1.059 -2.863 -4.070  0.450
H -2.067 -2.073 -2.827  0.376
H 1.877 -0.977 -1.118  0.696
H 2.973 0.651 0.268  0.853
H -0.239 0.830 2.114  0.583
H -3.973 -0.406 0.088  0.378
H -4.687 0.384 1.535  0.450
H -3.381 1.199 0.620  0.335
H -1.688 -0.033 3.699  0.411
H -2.186 1.429 2.775  0.374
H -3.393 0.469 3.656  0.410
H -2.463 -2.320 2.921  0.359
H -4.127 -1.669 2.889  0.459
H -3.445 -2.454 1.428  0.343
C 1.144 4.779 0.296  -0.378
N 1.264 3.770 -0.475  -0.814
N 2.333 2.856 -0.442  0.766
C 3.661 3.427 -0.094  -0.916
C 2.302 2.173 -1.748  -0.619
H 0.218 5.379 0.193  0.256
H 1.868 5.124 1.066  0.259
H 4.391 3.141 -0.862  0.243
H 3.570 4.513 -0.037  0.423
H 3.981 3.062 0.888  0.247
H 3.280 2.244 -2.231  0.282
H 2.005 1.130 -1.624  0.203
H 1.532 2.702 -2.316  0.333

2.
The following is a quantum chemistry calculation of one molecule with the formula C6H11N at a distorted geometry, from OMol25.

- LUMO level (eV) = 1.1481
- SMILES string = C=C/C=C/CCN
- total charge = 0

Each line ends with the Mulliken charge.
Atoms and positions in Å:
C 0.110 -1.438 -3.362  -0.719
C -0.303 -1.715 -2.142  -0.205
C -0.588 -0.636 -1.143  -0.307
C -0.263 -0.731 0.131  -0.218
C -0.575 0.278 1.194  -0.746
C 0.678 1.028 1.715  -0.467
N 0.249 2.303 2.337  -0.608
H 0.267 -0.464 -3.808  0.261
H 0.487 -2.164 -4.084  0.248
H -0.505 -2.671 -1.670  0.321
H -1.223 0.187 -1.480  0.347
H 0.387 -1.520 0.497  0.318
H -1.324 1.007 0.889  0.396
H -0.958 -0.324 2.027  0.264
H 1.272 1.267 0.840  0.423
H 1.104 0.407 2.499  0.251
H 0.165 2.233 3.346  0.224
H 1.020 2.954 2.213  0.217

Look up the LUMO level of the first one.
-1.3620 eV